C26H64F6NO28S10 | the ωB97M-V functional and the def2-TZVPD basis

Each line ends with the Mulliken charge.
CARTESIAN COORDINATES (ANGSTROEM)
C (-1.82456, 1.23436, 2.72751)  0.27
F (-1.64377, 1.45064, 4.05646)  -0.23
F (-3.05438, 0.74714, 2.52865)  -0.13
F (-1.78754, 2.40682, 2.10171)  -0.11
S (-0.49077, 0.08952, 1.95404)  0.56
O (0.71818, 0.89891, 1.81882)  -0.35
O (-0.38354, -0.99316, 2.92120)  -0.53
N (-1.19683, -0.19391, 0.41777)  0.18
S (-0.72642, -1.63661, 0.21369)  0.06
O (0.76231, -1.79061, 0.19589)  -0.12
O (-1.44322, -2.65006, 1.01425)  -0.26
C (-1.23150, -2.06891, -1.67394)  0.17
F (-1.00009, -3.37311, -1.86984)  -0.18
F (-2.53141, -1.90071, -1.98576)  -0.21
F (-0.46864, -1.47671, -2.58485)  -0.16
O (3.78976, -2.52727, -3.55432)  -0.40
S (3.33803, -3.55185, -4.46479)  1.03
O (3.53397, -4.95055, -4.14018)  -0.61
O (1.73338, -3.28923, -4.73640)  -0.29
C (1.29864, -1.99181, -5.20767)  0.50
C (-0.01922, -2.17682, -6.05525)  -1.32
C (4.03701, -3.24018, -6.13562)  -1.00
H (2.05854, -1.43306, -5.75397)  0.34
H (1.01570, -1.29420, -4.41940)  -0.26
H (-0.08404, -1.28789, -6.68271)  0.38
H (-0.90965, -2.36357, -5.45494)  0.26
H (0.08534, -2.99785, -6.76454)  0.37
H (5.04618, -3.65127, -6.16160)  0.38
H (3.96614, -2.16999, -6.32993)  0.29
H (3.33355, -3.76785, -6.77967)  0.38
O (7.21711, 1.28425, -0.26595)  -0.60
S (5.82217, 1.75424, -0.42754)  0.80
O (4.75475, 0.96958, -1.02162)  -0.20
O (5.32085, 2.15320, 1.10802)  -0.33
C (4.15990, 2.99652, 1.30284)  0.39
C (3.46663, 2.75319, 2.69179)  -1.14
C (5.75716, 3.51009, -1.19718)  -0.89
H (3.36785, 2.70619, 0.61258)  -0.12
H (4.39698, 4.05697, 1.21722)  0.34
H (2.39645, 2.84781, 2.87584)  0.22
H (3.97667, 3.39537, 3.40981)  0.37
H (3.71741, 1.71243, 2.89682)  0.21
H (4.79510, 4.00242, -1.05520)  0.18
H (5.80681, 3.38562, -2.27891)  0.37
H (6.64245, 4.01376, -0.80900)  0.36
O (-8.11826, -1.74987, 3.09858)  -0.61
S (-6.79569, -1.46757, 2.52215)  1.08
O (-6.13575, -0.16536, 2.78054)  -0.54
O (-5.74255, -2.74889, 2.83244)  -0.44
C (-4.32779, -2.49095, 2.67117)  0.55
C (-3.52412, -2.12884, 3.91738)  -0.73
C (-6.84036, -1.64873, 0.61607)  -0.69
H (-4.12885, -1.84460, 1.81633)  -0.14
H (-3.94614, -3.43804, 2.28979)  0.12
H (-2.48800, -2.20792, 3.58829)  -0.04
H (-3.68573, -2.74336, 4.80302)  0.34
H (-3.61497, -1.08197, 4.20705)  0.26
H (-7.53923, -0.90685, 0.22971)  0.36
H (-7.27270, -2.63470, 0.44562)  0.37
H (-5.83551, -1.53133, 0.21036)  0.08
O (-1.97472, 7.15453, 3.76513)  -0.58
S (-0.79513, 7.70036, 3.19583)  1.14
O (0.37695, 8.00520, 4.03200)  -0.62
O (-0.25434, 6.77450, 2.00358)  -0.20
C (-1.10103, 6.30992, 1.06474)  -0.66
C (-0.80400, 4.81253, 0.96443)  -0.31
C (-1.24832, 9.23088, 2.23263)  -0.93
H (-0.79712, 6.69540, 0.09153)  0.27
H (-2.18182, 6.43170, 1.13651)  0.49
H (-0.60436, 4.44850, 1.97226)  0.28
H (0.13916, 4.67448, 0.43576)  0.18
H (-1.64151, 4.33251, 0.45821)  -0.04
H (-1.68021, 9.87736, 2.99659)  0.36
H (-2.04161, 8.98086, 1.52816)  0.33
H (-0.41718, 9.65308, 1.66779)  0.32
O (-6.25789, 1.60738, -1.15654)  -0.64
S (-5.16536, 1.04934, -1.94574)  1.25
O (-5.21925, -0.33190, -2.39694)  -0.57
O (-4.96481, 2.04753, -3.34044)  -0.36
C (-5.08902, 3.47057, -3.26924)  -0.16
C (-6.53428, 3.99744, -3.14020)  -1.17
C (-3.55981, 1.40406, -0.98120)  -0.10
H (-4.63092, 3.81297, -4.19714)  0.42
H (-4.50719, 3.98288, -2.50300)  0.09
H (-7.19798, 3.86992, -3.99539)  0.30
H (-6.37797, 5.06998, -3.02475)  0.37
H (-6.95101, 3.59780, -2.21569)  0.31
H (-3.40338, 2.48088, -0.91726)  0.01
H (-2.66145, 1.05976, -1.49356)  0.13
H (-3.71120, 0.92671, -0.01305)  0.10
O (6.35978, -0.92700, 1.31150)  -0.58
S (5.70066, -2.09893, 0.68449)  1.34
O (6.37568, -2.87326, -0.32442)  -0.69
O (5.42480, -3.16922, 1.96435)  -0.42
C (4.64281, -2.75118, 3.08167)  0.30
C (5.51931, -2.97974, 4.35439)  -1.28
C (3.92515, -1.75008, 0.17461)  -0.81
H (3.73502, -3.34452, 2.97227)  0.30
H (4.42132, -1.70039, 2.89492)  -0.03
H (5.15207, -2.49225, 5.25749)  0.33
H (6.49738, -2.58851, 4.07434)  0.30
H (5.69530, -4.04460, 4.50670)  0.33
H (3.48030, -1.01914, 0.84985)  0.09
H (3.32494, -2.65465, 0.07664)  0.53
H (3.96285, -1.37617, -0.84856)  0.30
O (3.21317, 1.90008, -3.34021)  -0.66
S (2.19930, 2.23347, -2.35259)  1.11
O (2.47302, 3.38911, -1.51974)  -0.66
O (0.71455, 2.38002, -3.07296)  -0.35
C (-0.19930, 3.31197, -2.50001)  0.42
C (-1.32197, 3.60722, -3.48702)  -1.21
C (1.71299, 0.64404, -1.35273)  1.13
H (0.30398, 4.26183, -2.31955)  0.28
H (-0.49965, 2.84633, -1.56136)  0.02
H (-1.43712, 2.69147, -4.06689)  0.37
H (-1.07591, 4.42641, -4.16266)  0.41
H (-2.25199, 3.87557, -2.98588)  0.07
H (0.75499, 0.91606, -0.90963)  -0.47
H (2.39378, 0.37461, -0.54524)  -0.50
H (1.60176, -0.19389, -2.04092)  0.08
O (1.21166, -5.35772, 2.95289)  -0.64
S (0.15559, -5.61268, 1.99556)  1.09
O (0.13209, -4.97305, 0.69536)  -0.45
O (-0.03505, -7.28488, 1.90242)  -0.30
C (0.53341, -8.10836, 2.92354)  -0.28
C (1.01390, -9.47496, 2.23000)  -1.15
C (-1.43743, -5.20850, 2.82028)  -0.73
H (-0.22685, -8.26004, 3.68977)  0.31
H (1.34326, -7.65214, 3.49284)  0.33
H (1.79814, -9.35952, 1.48184)  0.29
H (0.13803, -9.97912, 1.82161)  0.29
H (1.43133, -10.20238, 2.92621)  0.39
H (-2.29730, -5.38573, 2.17428)  0.38
H (-1.27280, -4.17080, 3.11040)  -0.04
H (-1.55347, -5.79454, 3.73198)  0.50

* charge: -1
* strongest force on any atom: 6.44 eV/A
* spin multiplicity: 1
* orbital gap: 9.30 eV
* total energy: -7771.3890 hartree